No. 1
{"formula": "C6H10OS", "method": "the ωB97M-V functional and the def2-TZVPD basis", "gap_ev": 8.203, "e_above_lowest_kcal_mol": 51.2, "total_energy_ev": -19264.811, "max_force_ev_per_a": 2.31, "smiles": "CCO[C@@H]1CCC1=S", "lumo_energy_ev": -0.40, "symbols": ["C", "C", "C", "C", "C", "C", "H", "H", "H", "H", "H", "H", "H", "H", "H", "H", "O", "S"], "coordinates": [[-2.636642, 0.781122, -0.401501], [-1.528018, 0.691207, 0.694383], [0.408436, -0.327913, -0.284613], [1.395933, -1.537143, -0.245364], [2.512370, -0.610119, 0.315376], [1.572772, 0.593641, 0.088401], [-2.201422, 1.111373, -1.346237], [-3.064374, -0.212900, -0.634128], [-3.456410, 1.458217, -0.082030], [-2.024971, 0.494305, 1.700800], [-0.893938, 1.550753, 0.589102], [0.020658, -0.086033, -1.310027], [1.541809, -2.052233, -1.206915], [1.051158, -2.268912, 0.479119], [2.745316, -0.706478, 1.369992], [3.429787, -0.597840, -0.331066], [-0.693463, -0.487874, 0.594357], [1.820997, 2.206830, 0.010357]], "forces_ev_per_angstrom": [[0.3133, -0.6485, 0.2066], [-1.5453, -1.6745, 0.3676], [-0.7586, -0.4211, -1.1725], [-0.7930, 0.1015, 0.5929], [0.2015, 0.5843, -1.6603], [0.7644, 0.7763, 0.0502], [-0.1164, 0.3239, 0.0541], [0.1066, 0.3885, 0.4620], [0.6108, -0.3157, -0.2485], [0.7502, 0.9984, -1.1573], [0.1218, 0.6506, 0.6979], [0.3713, -0.0797, 0.6222], [0.2298, 0.4611, 0.3545], [-0.0524, -0.1349, 0.0383], [0.1543, -0.3067, 0.0781], [-0.6215, 0.2341, 0.9143], [0.5698, 0.4513, -0.3636], [-0.3067, -1.3890, 0.1637]]}

=====

No. 2
{"formula": "C10H8F2O", "method": "the ωB97M-V functional and the def2-TZVPD basis", "gap_ev": 9.369, "e_above_lowest_kcal_mol": 14.2, "total_energy_ev": -17979.199, "max_force_ev_per_a": 3.98, "smiles": "O=C1CC[C@@]23C=CC=C[C@@]12C3(F)F", "lumo_energy_ev": 0.49, "symbols": ["C", "C", "C", "C", "C", "C", "C", "C", "C", "C", "O", "F", "F", "H", "H", "H", "H", "H", "H", "H", "H"], "coordinates": [[1.893054, 0.811630, -1.430978], [2.421241, 0.134492, -0.262327], [0.563967, 0.676987, -1.736149], [1.658314, -0.330615, 0.728401], [-1.669741, -0.234662, -0.908585], [-1.949995, -1.071425, 0.333930], [-0.764756, -1.039011, 1.357962], [-0.407203, 0.464928, -0.643308], [0.216490, -0.024203, 0.795888], [-0.281239, 1.366442, 0.566784], [-2.397408, -0.083805, -1.865975], [0.523708, 2.374417, 0.587255], [-1.463765, 1.751844, 1.195072], [2.712734, 1.057041, -2.187864], [3.507880, -0.195706, -0.097509], [0.073709, 0.791427, -2.653612], [1.863222, -1.049894, 1.553924], [-2.868845, -0.522268, 0.891330], [-2.312910, -2.160792, 0.018618], [-0.914253, -0.627588, 2.429947], [-0.404209, -2.089237, 1.327188]], "forces_ev_per_angstrom": [[0.7631, -1.0052, -1.8927], [1.9654, -0.7771, 1.6873], [0.9801, 0.7746, 2.2662], [-1.8774, -0.3384, 1.2834], [-1.1125, 0.2552, 0.8443], [-3.5248, -0.6919, 1.7061], [-0.2347, 0.3562, 0.3372], [2.2771, 1.0269, -0.4597], [0.0946, 0.3392, -1.5455], [-2.0691, -2.4206, 0.7138], [0.8066, -0.4610, 0.5262], [1.0898, 1.1756, -0.2855], [0.8171, -0.5322, -0.5190], [-1.6653, -0.2074, 0.7976], [-1.4665, 0.9671, -1.1022], [-0.0354, 0.3658, -1.5583], [0.9010, 0.6168, -0.9698], [1.6893, -1.3957, -1.6114], [0.7775, 2.3657, 0.8546], [-0.6914, -1.3628, -1.6110], [0.5154, 0.9493, 0.5385]]}

=====

No. 3
{"formula": "C3H10N3", "method": "the ωB97M-V functional and the def2-TZVPD basis", "gap_ev": 11.702, "e_above_lowest_kcal_mol": 60.2, "total_charge": 1, "total_energy_ev": -7735.652, "max_force_ev_per_a": 5.90, "smiles": "CNNC(C)=[NH2+]", "lumo_energy_ev": -3.42, "symbols": ["C", "C", "C", "N", "N", "N", "H", "H", "H", "H", "H", "H", "H", "H", "H", "H"], "coordinates": [[-1.030708, -0.062782, -0.033976], [-2.163125, 0.777658, -0.059997], [2.277337, -0.037700, 0.402015], [0.129272, 0.436046, -0.379471], [-0.982127, -1.378548, 0.258378], [1.270407, -0.418114, -0.543051], [-3.188975, 0.275566, -0.399144], [-2.167315, 1.591422, -0.842239], [-2.437114, 1.225981, 0.875402], [3.195691, -0.504960, 0.084558], [2.358431, 0.972801, 0.408344], [2.204443, -0.444287, 1.443957], [0.336163, 1.360014, -0.605672], [-1.605170, -1.931804, 0.810334], [0.077512, -1.694683, 0.064636], [1.725281, -0.166616, -1.484067]], "forces_ev_per_angstrom": [[1.2965, -3.3759, 0.4159], [-5.3665, 1.3983, -2.0228], [1.0030, -3.1369, 1.8152], [1.7350, -1.5944, -0.7357], [3.2523, 1.1065, -1.1051], [-0.2226, 0.4198, -1.6885], [2.4038, 0.2703, 0.9062], [0.8113, -0.6843, 0.9590], [0.2232, 0.2362, 0.6847], [0.4659, 0.1320, -0.4022], [0.6921, 3.1730, 0.3798], [-0.7918, 0.4156, -0.8612], [-0.5500, 1.9560, -0.3901], [-0.6154, 0.1256, -0.0854], [-2.8476, 0.3076, 0.6717], [-1.4892, -0.7493, 1.4587]]}

=====

No. 4
{"formula": "CH7N2O", "method": "the ωB97M-V functional and the def2-TZVPD basis", "gap_ev": 10.626, "e_above_lowest_kcal_mol": 22.0, "total_charge": 1, "total_energy_ev": -6171.553, "max_force_ev_per_a": 4.55, "lumo_energy_ev": -4.12, "symbols": ["N", "C", "N", "H", "H", "H", "H", "H", "H", "H", "O"], "coordinates": [[0.071426, 0.971464, -0.331951], [0.966761, 0.507467, 0.604055], [1.447830, 1.085995, 1.641292], [-0.188223, 1.959898, -0.390040], [-0.422977, 0.207227, -0.867139], [1.323504, -0.509704, 0.324502], [2.187683, 0.620203, 2.146865], [1.404048, 2.149203, 1.700594], [-2.537868, -3.001068, -1.265511], [-1.900595, -1.953424, -2.220386], [-2.351590, -2.037262, -1.342280]], "forces_ev_per_angstrom": [[1.4378, -1.4138, 1.6796], [-2.0709, -1.3004, -3.8391], [0.6341, 3.0278, 0.1853], [-0.2792, -0.7423, 0.0380], [0.7361, 1.6256, 0.5918], [-0.5001, 0.5822, 0.8851], [0.0284, 0.1079, 0.1235], [-0.1114, -1.9739, 0.3869], [0.1528, 1.0016, -0.0515], [-0.7624, -0.2544, 1.0451], [0.7348, -0.6602, -1.0447]]}

=====

No. 5
{"formula": "C21H34N2O3S2", "method": "the ωB97M-V functional and the def2-TZVPD basis", "gap_ev": 9.204, "e_above_lowest_kcal_mol": 4.2, "total_energy_ev": -53123.050, "max_force_ev_per_a": 0.93, "smiles": "CCCCSCCCNC(=O)[C@H]1CC[C@H](CNS(=O)(=O)c2ccccc2)CC1", "lumo_energy_ev": 0.57, "symbols": ["C", "C", "C", "C", "H", "H", "S", "C", "C", "H", "C", "N", "C", "O", "C", "C", "C", "C", "C", "C", "H", "H", "H", "H", "C", "N", "S", "O", "O", "C", "C", "C", "C", "C", "C", "H", "H", "H", "H", "H", "H", "H", "H", "H", "H", "H", "H", "H", "H", "H", "H", "H", "H", "H", "H", "H", "H", "H", "H", "H", "H", "H"], "coordinates": [[0.986930, 2.065627, -1.031608], [2.437003, 1.777766, -0.668060], [3.005336, 2.716113, 0.397113], [2.569169, 2.392673, 1.820549], [2.587620, 1.316107, 1.993492], [3.232966, 2.885280, 2.531288], [0.890552, 3.005111, 2.227991], [1.145751, 3.520851, 3.963036], [1.402548, 2.379909, 4.939986], [1.766079, 2.814202, 5.874485], [0.155524, 1.547839, 5.253814], [-0.285874, 0.761302, 4.129959], [-0.211392, -0.586670, 4.103729], [0.154930, -1.244807, 5.056611], [-0.658994, -1.216163, 2.788071], [-2.125940, -0.888800, 2.495194], [-2.568308, -1.539697, 1.187441], [-1.690525, -1.060567, 0.030681], [-0.231961, -1.415510, 0.315960], [0.230560, -0.776115, 1.621801], [0.195639, 0.309535, 1.512719], [1.264018, -1.064294, 1.825322], [0.403581, -1.076962, -0.503706], [-0.133147, -2.500882, 0.376905], [-2.163372, -1.665381, -1.295593], [-1.510981, -1.100877, -2.457666], [-0.080159, -1.779761, -3.003979], [0.973326, -0.806371, -2.893646], [0.088420, -3.067209, -2.399961], [-0.482652, -1.989135, -4.731181], [-1.181342, -3.115054, -5.118358], [-1.529176, -3.269113, -6.450031], [-1.175504, -2.296093, -7.372375], [-0.472001, -1.171037, -6.971632], [-0.123068, -1.014461, -5.639998], [0.435545, -0.159864, -5.292639], [-0.194362, -0.419550, -7.695156], [-1.445897, -2.417873, -8.410744], [-2.072378, -4.145550, -6.769403], [-1.427551, -3.855463, -4.374451], [-1.430601, -0.095928, -2.419949], [-3.243506, -1.520424, -1.411940], [-1.944786, -2.733881, -1.320365], [-1.780401, 0.031392, -0.045327], [-3.614153, -1.292303, 0.990423], [-2.490268, -2.625146, 1.272390], [-2.259969, 0.192708, 2.417684], [-2.749451, -1.244569, 3.317918], [-0.560673, -2.298894, 2.915192], [-0.497384, 1.270492, 3.284810], [-0.656694, 2.210502, 5.574799], [0.376843, 0.841133, 6.057601], [2.182508, 1.720949, 4.553223], [1.981440, 4.222615, 3.959302], [0.237246, 4.061167, 4.229869], [2.734891, 3.747915, 0.161053], [4.096521, 2.644318, 0.375189], [2.524231, 0.744453, -0.327279], [3.042419, 1.870614, -1.571612], [0.344480, 2.005584, -0.156356], [0.888694, 3.062967, -1.455728], [0.657700, 1.335280, -1.766859]], "forces_ev_per_angstrom": [[0.1610, -0.1192, -0.0032], [-0.0382, 0.2328, 0.0048], [0.0124, -0.2125, -0.0803], [-0.3887, 0.1241, 0.1540], [0.1623, -0.0220, 0.0485], [0.0377, -0.0766, 0.0402], [0.1415, 0.4415, -0.0521], [0.1776, -0.2613, -0.3428], [-0.2917, 0.0082, 0.0508], [0.0466, -0.0243, 0.0410], [0.3026, 0.0074, 0.1969], [-0.1731, 0.3595, -0.0761], [-0.2421, -0.2091, -0.3932], [0.1859, -0.3244, 0.3230], [0.0588, 0.1958, 0.1111], [-0.0201, -0.3434, -0.0543], [0.0306, 0.4257, -0.0746], [-0.0506, -0.5123, -0.1307], [-0.0504, 0.3698, 0.0699], [-0.0389, -0.3286, -0.0761], [0.0650, 0.1015, 0.0241], [0.0662, 0.0900, 0.0262], [0.0777, -0.0168, 0.0964], [0.0111, -0.0944, -0.0379], [-0.1819, -0.1227, 0.4799], [0.8185, -0.2889, -0.3214], [-0.4535, 0.4997, -0.3363], [-0.1638, 0.0354, -0.2618], [-0.2979, -0.0965, -0.0735], [0.2696, 0.0271, 0.4170], [-0.0419, -0.1658, 0.0020], [0.0009, 0.0038, 0.0818], [0.0049, 0.0293, -0.0489], [-0.0324, -0.0120, 0.0143], [0.1333, 0.1247, 0.0328], [0.0788, 0.1326, -0.0454], [0.0319, 0.0630, -0.0429], [-0.0199, -0.0109, -0.0818], [-0.0359, -0.0767, -0.0073], [-0.0803, -0.1678, 0.0229], [0.1362, 0.2112, -0.1209], [0.0926, -0.0783, 0.0143], [-0.2118, -0.0426, 0.1631], [-0.0093, 0.0614, 0.0163], [-0.0539, -0.0712, -0.0155], [-0.0319, -0.1225, -0.0127], [-0.0373, 0.0528, 0.0233], [-0.0207, 0.0875, 0.0444], [0.0210, 0.0870, 0.0773], [0.0652, -0.2239, 0.0035], [0.0632, -0.0454, 0.0728], [-0.1100, 0.1408, -0.0587], [0.0600, 0.0020, 0.0609], [-0.0762, 0.0647, 0.0470], [0.0068, 0.0967, 0.0497], [0.0925, 0.0521, 0.0031], [-0.0070, 0.0453, 0.0008], [0.0920, -0.0904, -0.0084], [0.0363, -0.0914, -0.0084], [-0.1824, -0.0275, 0.0335], [-0.0638, 0.1158, -0.0223], [-0.1353, -0.0097, -0.0598]]}

=====

No. 6
{"formula": "C8H15N2", "method": "the ωB97M-V functional and the def2-TZVPD basis", "gap_ev": [4.855, 7.696], "e_above_lowest_kcal_mol": 61.8, "total_charge": 1, "total_energy_ev": -11506.521, "max_force_ev_per_a": 9.62, "spin_multiplicity": 3, "lumo_energy_ev": [-3.17, -5.34], "symbols": ["C", "C", "C", "C", "C", "C", "C", "C", "N", "N", "H", "H", "H", "H", "H", "H", "H", "H", "H", "H", "H", "H", "H", "H", "H"], "coordinates": [[-1.470506, -0.057076, -2.655019], [-0.617222, 1.050750, -3.153012], [-1.403567, -0.452577, -1.126075], [0.038017, 1.866584, -2.343821], [-0.803718, 0.346881, -0.277439], [0.729834, -1.088436, 3.097788], [1.895611, -0.518180, 0.882442], [0.576163, -0.936855, 1.508896], [-0.168417, 1.496651, -0.843176], [-0.523116, 0.113523, 1.146701], [-2.561933, 0.118523, -2.704133], [-1.383986, -0.998435, -3.383958], [-0.894798, 1.423715, -4.109591], [-1.940698, -1.355173, -0.841466], [0.702621, 2.716190, -2.352716], [1.199371, -0.161409, 3.599485], [-0.279657, -1.350128, 3.519337], [1.418324, -2.029798, 3.349853], [1.633473, -0.118662, -0.192586], [2.674081, -1.396820, 0.930041], [2.304690, 0.359737, 1.444658], [0.246764, -1.946938, 1.201404], [0.197029, 2.058729, -0.083455], [-0.244792, 0.966815, 1.644256], [-1.323570, -0.107609, 1.741588]], "forces_ev_per_angstrom": [[0.2566, -2.2058, 0.7961], [-3.6065, -3.3749, -2.9813], [-1.5411, -2.5614, -3.6817], [2.3497, 1.6756, 9.1811], [2.1921, 3.8540, -0.2436], [0.4115, -0.5518, -0.0634], [0.2540, 0.2298, -1.4153], [1.0669, -1.0560, 1.9519], [0.0054, -0.4727, -1.1341], [0.5722, -0.3096, 1.0079], [0.1483, 0.5301, -0.4585], [0.0566, 1.6870, 1.7690], [-0.0914, 0.0882, -0.8564], [0.1929, 0.1926, -0.0249], [-0.2488, -0.1122, -0.6671], [-0.8771, -1.4310, -0.7868], [0.9659, 0.4434, -0.0585], [-1.4171, 2.1657, -0.7997], [1.1531, -1.1982, 1.7667], [-1.6186, 1.8487, -0.4091], [-0.1487, -0.7421, -0.3813], [-0.1851, 0.8476, -0.4906], [0.3908, 0.7191, -0.8299], [0.3582, 0.2313, -0.5621], [-0.6399, -0.4974, -0.6283]]}

=====

No. 7
{"formula": "C4H5IO2", "method": "the ωB97M-V functional and the def2-TZVPD basis", "gap_ev": 9.790, "e_above_lowest_kcal_mol": 41.9, "total_energy_ev": -16422.271, "max_force_ev_per_a": 0.66, "lumo_energy_ev": 0.56, "symbols": ["C", "C", "C", "C", "O", "O", "I", "H", "H", "H", "H", "H"], "coordinates": [[-0.288160, 3.914721, 0.542681], [-0.256557, -0.707864, -0.317558], [-1.503322, -0.001608, 0.243508], [-0.292104, -0.179043, 1.042642], [-0.758353, 4.939231, 0.563320], [0.264026, -0.011086, 2.081337], [3.484741, 0.653949, -0.357498], [-0.292319, -1.779555, -0.445396], [0.327359, -0.205828, -1.072585], [-1.739297, 0.984459, -0.125969], [-2.375729, -0.599265, 0.463651], [3.955091, 1.075552, 1.084373]], "forces_ev_per_angstrom": [[-0.1830, 0.3365, -0.0174], [0.4605, -0.3447, -0.2318], [-0.5433, 0.2115, 0.1990], [-0.0612, 0.0690, -0.1150], [0.1817, -0.3591, 0.0101], [0.1432, 0.0233, 0.2208], [-0.1394, -0.1585, -0.6207], [-0.0805, -0.1461, 0.0130], [0.0612, 0.1714, -0.0517], [0.0583, 0.1545, -0.0761], [-0.0519, -0.1239, 0.0525], [0.1545, 0.1660, 0.6172]]}